1.
{"formula": "C7H13INO", "method": "the ωB97M-V functional and the def2-TZVPD basis", "species": ["I", "C", "C", "C", "N", "C", "C", "C", "C", "O", "H", "H", "H", "H", "H", "H", "H", "H", "H", "H", "H", "H", "H"], "coordinates": [[1.878730, 0.088062, 2.745781], [1.045546, 0.949223, 0.881184], [2.438877, 1.077223, -0.035327], [1.942111, 0.232713, -1.373283], [1.166235, -0.914076, -0.693317], [0.078632, -0.155450, 0.079504], [-1.013801, -1.009497, 0.957694], [-2.584146, -0.909408, 0.117999], [-3.192843, 0.708067, -0.047394], [-3.785826, -0.421127, 0.990384], [0.393218, 1.915926, 0.975896], [2.597040, 2.235909, -0.174883], [3.390610, 0.509865, 0.348633], [1.228496, 1.020549, -1.912481], [2.733465, -0.046066, -2.191654], [0.889136, -1.734290, -1.275458], [1.875701, -1.317249, -0.010078], [-0.519903, 0.341985, -0.801063], [-1.236709, -0.531263, 2.003222], [-0.784246, -2.162124, 1.041188], [-2.786354, -1.706281, -0.829828], [-3.474965, 0.520737, -1.167270], [-2.279004, 1.306573, 0.370552]], "forces_ev_per_angstrom": [[-1.040, 0.480, -0.583], [-0.010, -0.849, -1.314], [-1.183, -0.201, -0.984], [0.383, 3.156, -0.837], [1.342, -0.119, 0.372], [-0.828, 0.595, 0.422], [-2.154, -0.344, -1.089], [-0.717, 2.147, 1.007], [2.614, -6.304, 0.448], [4.272, 1.176, -4.628], [1.739, -1.734, 0.238], [0.081, -2.598, -0.179], [-2.030, 1.482, -0.231], [1.020, -2.354, 1.008], [-1.415, -0.023, 2.070], [-0.163, 1.084, 0.169], [-1.108, 0.430, -0.577], [1.153, -0.620, 1.919], [0.736, -0.951, -2.035], [-0.149, 2.449, 0.016], [0.322, 2.198, 3.075], [-0.281, 1.482, 2.474], [-2.582, -0.582, -0.762]], "smiles": "I[C@H]1CC[NH2+][C@H]1C[C@@H]1CO1", "e_tot_ev": -19094.0529, "e_homo_ev": -13.16, "orbital_gap_ev": 9.7, "total_charge": 1}

2.
{"formula": "C5H13O2", "method": "the ωB97M-V functional and the def2-TZVPD basis", "species": ["C", "O", "C", "C", "C", "C", "H", "H", "H", "H", "H", "H", "H", "H", "H", "H", "H", "H", "H", "O"], "coordinates": [[1.141164, -0.410000, 1.170086], [-0.034886, -0.780072, 1.700702], [1.199670, -0.479965, -0.399029], [0.192225, 0.482783, -1.038823], [0.365684, 1.975588, -0.799343], [0.098776, 0.232982, -2.559384], [1.994203, -1.099937, 1.470438], [1.545017, 0.582004, 1.457509], [2.203218, -0.211763, -0.747290], [0.941455, -1.501252, -0.650937], [-0.777119, 0.231808, -0.600984], [-0.568978, 2.452509, -1.084785], [1.164605, 2.454514, -1.358068], [0.536009, 2.181374, 0.266354], [1.084257, 0.317458, -3.030606], [-0.193597, -0.811542, -2.747762], [-0.597175, 0.903366, -3.073696], [-2.604014, -1.877603, 2.076567], [-1.637690, -0.798232, 1.627130], [-2.592613, -0.933903, 1.900370]], "forces_ev_per_angstrom": [[0.859, -0.983, -0.885], [-0.184, 0.108, 0.221], [-0.385, 1.295, 1.054], [-0.027, -0.299, -1.013], [0.012, -0.082, 0.762], [0.074, -0.497, 0.364], [-0.179, 0.106, 0.107], [-0.251, 0.361, 0.170], [0.160, -0.215, -0.076], [0.037, -0.297, -0.351], [-0.039, -0.081, 0.011], [-0.080, 0.263, -0.048], [0.230, -0.132, -0.225], [-0.085, 0.052, -0.116], [-0.058, 0.185, -0.047], [-0.126, 0.184, -0.074], [0.042, -0.068, 0.060], [0.010, 0.001, 0.033], [0.501, 0.288, 0.200], [-0.511, -0.190, -0.148]], "e_tot_ev": -9487.0190, "spin_multiplicity": 2, "e_homo_ev": [4.12, -0.50], "orbital_gap_ev": [2.3, 6.9], "total_charge": -2}

3.
{"formula": "CH4N2O2", "method": "the ωB97M-V functional and the def2-TZVPD basis", "species": ["C", "N", "N", "O", "O", "H", "H", "H", "H"], "coordinates": [[0.393888, 0.797725, 0.568558], [-0.236584, -1.185383, -0.504788], [-0.522079, 0.061629, -0.262539], [-0.763372, -1.810676, -1.400472], [-1.516980, 0.609434, -0.788134], [1.103338, 1.246258, -0.128521], [0.857615, 0.102066, 1.265528], [-0.022532, 1.543493, 1.215075], [0.706704, -1.364546, 0.035293]], "forces_ev_per_angstrom": [[1.195, -0.326, 0.212], [2.815, 1.877, 1.916], [-1.931, 0.151, -0.148], [-0.475, -1.352, -0.587], [0.505, -0.064, 0.034], [0.213, 0.132, 0.400], [0.472, -0.092, -0.178], [-0.942, 0.357, -0.226], [-1.852, -0.684, -1.423]], "e_tot_ev": -8171.9248, "e_homo_ev": [-8.53, -8.53], "orbital_gap_ev": [8.9, 8.9]}

4.
{"formula": "C30H44BF2N2O10ReS3Si3", "method": "the ωB97M-V functional and the def2-TZVPD basis", "species": ["Re", "C", "Si", "C", "C", "C", "Si", "C", "C", "C", "Si", "C", "C", "C", "C", "C", "C", "C", "N", "H", "H", "H", "H", "H", "H", "H", "H", "H", "H", "H", "H", "H", "H", "H", "H", "H", "H", "H", "H", "H", "H", "H", "H", "H", "H", "H", "H", "O", "S", "O", "O", "C", "C", "C", "C", "C", "C", "S", "O", "O", "O", "H", "H", "H", "H", "F", "B", "F", "C", "C", "C", "C", "C", "C", "C", "S", "O", "O", "N", "C", "C", "C", "O", "O", "H", "H", "H", "H", "H", "H", "H", "H", "H", "H", "H", "H"], "coordinates": [[1.311256, 0.525756, 0.833525], [-0.103495, -4.232863, 1.718882], [0.935019, -2.630222, 1.576213], [1.815563, -2.657594, 3.272711], [2.187588, -3.094467, 0.228728], [-0.179261, -1.062491, 1.248486], [-1.546119, -1.476879, -0.030112], [-2.655444, -0.089760, -0.692671], [-0.925068, -2.549580, -1.467239], [-2.914162, -2.548538, 0.807418], [-0.996793, -0.543131, 2.870699], [-2.471119, 0.650890, 2.768038], [-1.533132, -1.852979, 4.139134], [0.331007, 0.560139, 3.645187], [0.673629, 0.668394, 4.979621], [1.599491, 1.616229, 5.386623], [2.079952, 2.498322, 4.433525], [1.711541, 2.338770, 3.114548], [0.915493, 1.332739, 2.698197], [0.567949, -5.049021, 1.997551], [-0.581724, -4.508306, 0.779114], [-0.874984, -4.166815, 2.487054], [2.785182, -3.150000, 3.181468], [1.242069, -3.196141, 4.027834], [2.012167, -1.654501, 3.639649], [3.159042, -3.341941, 0.661656], [2.349199, -2.271963, -0.453885], [1.838946, -3.938597, -0.367251], [-2.069894, 0.688490, -1.169426], [-3.256473, 0.378885, 0.087204], [-3.333177, -0.507816, -1.440830], [0.085337, -2.246042, -1.737290], [-1.555123, -2.400799, -2.345766], [-0.924194, -3.614514, -1.231439], [-3.366723, -2.036538, 1.659608], [-2.555295, -3.514292, 1.161786], [-3.705383, -2.739016, 0.078579], [-3.382875, 0.129116, 2.475511], [-2.267463, 1.429975, 2.031002], [-2.646527, 1.122907, 3.736626], [-2.283886, -2.510225, 3.699688], [-1.977416, -1.379394, 5.016735], [-0.703672, -2.475156, 4.472227], [0.220733, -0.013104, 5.687840], [1.925558, 1.672778, 6.416519], [2.759637, 3.295475, 4.694539], [2.086134, 3.020911, 2.369159], [3.538146, -0.667710, -2.798576], [3.515945, 0.144070, -1.599806], [3.659360, 1.547549, -1.847337], [2.352728, -0.282627, -0.752115], [4.918800, -0.453183, -0.647850], [5.813845, -1.288479, -1.304710], [6.827484, -1.914584, -0.600670], [6.931212, -1.741094, 0.773843], [6.048635, -0.902807, 1.429910], [5.055740, -0.245338, 0.715967], [3.970668, 0.778086, 1.695828], [3.192755, 1.660441, 0.814741], [4.836318, 1.485360, 2.607574], [3.117180, -0.199504, 2.386663], [5.660537, -1.440913, -2.363215], [7.524034, -2.560473, -1.119244], [7.685620, -2.275054, 1.336547], [6.091603, -0.750012, 2.499514], [-1.034262, 2.439960, -0.000403], [0.356649, 2.318111, -0.117398], [0.930251, 3.400824, 0.546910], [-6.293719, 1.006894, -1.287248], [-5.351683, 1.605187, -2.292582], [-4.576255, 2.714421, -1.967944], [-3.689789, 3.249967, -2.885618], [-3.576923, 2.668455, -4.138216], [-4.327321, 1.557286, -4.479588], [-5.218052, 1.035051, -3.556130], [-2.438596, 3.384766, -5.303587], [-2.509690, 2.654470, -6.536931], [-2.665653, 4.802182, -5.323412], [-0.948178, 3.145526, -4.653414], [-0.414029, 1.778637, -4.681318], [0.858304, 1.729917, -3.838904], [0.459706, 1.451511, -2.404608], [0.715754, 2.416205, -1.555496], [-0.115872, 0.420093, -2.108123], [-6.447206, 1.681523, -0.447183], [-5.878772, 0.071926, -0.905814], [-7.260227, 0.786640, -1.740609], [-4.656757, 3.159202, -0.984577], [-3.096842, 4.123612, -2.646824], [-4.206978, 1.130928, -5.466534], [-5.814711, 0.169201, -3.817018], [-0.887105, 3.571469, -3.732891], [-0.227511, 1.529585, -5.724380], [-1.126790, 1.051016, -4.273840], [1.413964, 2.663381, -3.902668], [1.504594, 0.911231, -4.147695]], "forces_ev_per_angstrom": [[-0.904, -0.771, -0.862], [-0.057, 0.322, -0.076], [-0.471, -0.864, 0.239], [-0.126, 0.422, -0.178], [-0.107, 0.388, 0.083], [0.317, 0.008, 0.069], [-0.708, -0.399, -0.068], [0.516, 0.139, 0.109], [0.149, 0.362, 0.234], [0.467, 0.037, 0.106], [-0.255, -0.146, -0.053], [0.352, -0.213, -0.322], [0.304, 0.070, -0.302], [-0.214, -0.450, -0.294], [-0.006, 0.121, 0.152], [-0.097, -0.043, -0.185], [-0.123, 0.015, 0.166], [-0.051, 0.331, 0.110], [0.087, 0.838, 1.224], [0.122, 0.041, 0.003], [-0.017, -0.021, -0.012], [-0.021, -0.002, 0.039], [0.016, -0.026, -0.108], [-0.088, -0.072, -0.083], [0.052, -0.007, 0.163], [-0.025, -0.071, 0.106], [0.059, -0.089, -0.155], [-0.090, -0.084, 0.121], [-0.101, 0.045, 0.001], [-0.034, -0.067, 0.086], [-0.006, -0.179, 0.005], [0.080, -0.021, -0.128], [-0.043, 0.067, 0.011], [0.013, 0.003, 0.085], [-0.091, 0.043, -0.018], [-0.020, -0.016, 0.002], [-0.006, 0.075, -0.074], [-0.036, -0.003, -0.020], [-0.025, 0.049, -0.018], [0.076, -0.045, 0.072], [-0.047, -0.004, -0.015], [-0.023, 0.107, -0.012], [0.008, -0.021, 0.017], [-0.014, 0.005, 0.012], [-0.013, 0.031, 0.026], [0.043, 0.004, -0.042], [-0.026, -0.138, -0.164], [-0.248, -0.047, 0.437], [1.165, -0.351, -1.850], [-0.270, 0.045, 0.452], [-0.743, 0.344, 0.200], [-0.324, -0.071, 0.139], [-0.050, 0.121, -0.052], [0.025, 0.003, 0.021], [-0.039, -0.034, -0.018], [-0.054, 0.072, 0.062], [-0.173, 0.264, -0.221], [2.652, -0.587, 1.846], [-0.705, 0.096, -0.109], [-0.189, 0.127, -0.389], [-0.254, 0.088, -0.582], [0.088, -0.087, -0.007], [-0.018, -0.018, -0.012], [0.045, 0.043, -0.003], [0.130, -0.002, 0.008], [-0.074, -0.388, 0.183], [-0.551, 0.375, -0.126], [0.311, 0.234, -0.057], [0.067, -0.019, -0.048], [-0.018, -0.005, -0.039], [0.074, 0.012, -0.047], [-0.040, 0.042, -0.007], [0.171, 0.071, -0.218], [0.036, -0.005, -0.111], [0.024, 0.043, 0.048], [-0.026, 0.335, -0.051], [0.074, -0.263, 0.186], [0.028, -0.082, 0.305], [-0.286, 0.023, -0.065], [0.102, -0.193, -0.203], [-0.122, 0.065, 0.244], [-0.300, -0.043, 0.232], [0.371, 0.139, -0.130], [0.297, -0.040, -0.088], [-0.018, -0.017, 0.046], [-0.026, -0.011, 0.064], [-0.032, -0.018, 0.014], [-0.006, -0.009, 0.030], [-0.024, 0.008, 0.097], [-0.042, -0.046, 0.010], [-0.006, -0.020, 0.001], [0.036, 0.130, -0.055], [0.059, 0.001, 0.047], [0.027, 0.009, -0.096], [0.045, -0.022, -0.067], [-0.009, -0.078, -0.068]], "e_tot_ev": -119669.2220, "spin_multiplicity": 4, "e_homo_ev": [-6.00, -5.92], "orbital_gap_ev": [8.1, 7.5], "total_charge": -1}

5.
{"formula": "C6F18LiN3O12S6", "method": "the ωB97M-V functional and the def2-TZVPD basis", "species": ["Li", "C", "F", "F", "F", "S", "O", "O", "N", "S", "O", "O", "C", "F", "F", "F", "C", "F", "F", "F", "S", "O", "O", "N", "S", "O", "O", "C", "F", "F", "F", "C", "F", "F", "F", "S", "O", "O", "N", "S", "O", "O", "C", "F", "F", "F"], "coordinates": [[10.413478, -7.203476, 2.645898], [11.321485, -2.087350, 1.916286], [11.715120, -1.222116, 1.012392], [10.672136, -1.417487, 2.809796], [10.553724, -2.983795, 1.258386], [12.823498, -2.978591, 2.686531], [13.380238, -3.742576, 1.548894], [13.710419, -1.851234, 3.179529], [12.122443, -4.118984, 3.744292], [12.373169, -3.404915, 5.074268], [13.685763, -3.534838, 5.673407], [11.744815, -2.097163, 5.301457], [11.387585, -4.421898, 6.272122], [11.787276, -5.718657, 6.336738], [11.442853, -4.014388, 7.547414], [10.168033, -4.391440, 5.905627], [7.855335, -13.376512, 5.906625], [7.501340, -14.595665, 6.412616], [6.752492, -12.515424, 6.251691], [8.961559, -13.027341, 6.585007], [8.262176, -13.491622, 4.032543], [8.622148, -12.110739, 3.529342], [9.326160, -14.407671, 3.907741], [6.655835, -13.827130, 3.467393], [6.810333, -15.216332, 2.823932], [7.546380, -15.221418, 1.539922], [7.021892, -16.348039, 3.729655], [5.012990, -15.601951, 2.260947], [4.260270, -15.609164, 3.331080], [4.595706, -14.657531, 1.396498], [4.927197, -16.611251, 1.441798], [3.281942, -5.375961, 1.136079], [2.021070, -5.485043, 1.237432], [3.688333, -6.178354, 0.152889], [3.666307, -4.097004, 0.851277], [4.164544, -5.972042, 2.775848], [5.419549, -6.569273, 2.290586], [4.439577, -4.909208, 3.762720], [3.216751, -7.340571, 3.284346], [2.330119, -6.739130, 4.395521], [3.039929, -6.659332, 5.670525], [1.670084, -5.468529, 3.981209], [0.941820, -8.167227, 4.670359], [1.518134, -9.277761, 4.886350], [0.141078, -7.958515, 5.784167], [0.229286, -8.268725, 3.480930]], "forces_ev_per_angstrom": [[-0.101, 0.269, 0.204], [0.794, -0.908, -0.241], [0.908, 0.454, -0.792], [-1.147, 0.025, 0.945], [-0.084, 0.025, 0.743], [2.744, 0.845, -2.834], [-1.189, 0.888, 1.828], [-2.913, -3.448, -0.801], [0.879, 1.499, -3.151], [0.339, 2.415, 7.383], [-0.072, -0.270, -1.050], [0.342, -1.440, -1.080], [1.790, -0.755, 0.754], [0.159, -0.197, -0.600], [0.429, 0.708, -0.372], [-3.121, -0.192, -0.868], [-1.793, -0.199, 1.476], [0.261, 1.165, -0.993], [2.933, -1.596, -1.103], [-0.783, 0.480, -0.554], [-2.309, 6.010, -1.631], [-1.285, -3.152, 1.936], [0.453, -1.645, 0.362], [3.261, 1.287, 1.842], [-0.738, -4.420, -3.313], [-0.800, 0.011, 1.919], [0.196, 1.001, -0.549], [2.060, 3.064, -1.171], [-1.024, -0.826, 0.196], [-0.496, 1.983, 0.680], [0.188, -3.131, 0.860], [2.540, 0.126, 0.994], [-2.234, 0.396, 0.016], [0.265, 0.219, -0.096], [-0.449, -1.009, 0.186], [3.061, -1.665, 1.138], [-1.683, 0.590, -0.272], [-1.513, -1.312, -2.078], [1.606, 1.978, -2.090], [-1.869, 2.582, 3.001], [-1.288, -0.610, -0.699], [0.094, -2.405, 0.682], [-0.238, 2.758, -0.872], [1.197, -2.234, 0.126], [0.466, 0.404, -1.990], [0.160, 0.229, 1.928]], "e_tot_ev": -149389.0786, "e_homo_ev": -5.18, "orbital_gap_ev": 5.8, "total_charge": -2}